Computed, not measured: 2 unconnected molecules or ions with the total composition C5H6O2 at a distorted geometry, with the ωB97M-V functional and the def2-TZVPD basis.

XYZ file:
```
13
Properties=species:S:1:pos:R:3:forces:R:3:lowdin_charge:R:1
O 1.8524 -1.2408 0.8045 0.081 -0.216 -0.078 -0.06
C 0.5925 -0.6766 1.0264 0.022 0.693 -0.037 -0.24
C 0.1672 0.2599 -0.1399 0.736 1.808 -0.100 -0.23
C 0.0811 -0.5045 -1.4566 0.555 0.199 -0.207 -0.20
O 0.5028 -1.6317 -1.6218 -0.303 0.862 0.391 0.06
C -1.0014 1.0407 0.0915 -0.859 0.617 0.135 -0.24
C -1.7782 1.9526 0.2269 -0.771 -0.687 0.265 0.10
H 1.7550 -1.7942 0.0141 0.138 0.064 0.139 0.07
H -0.1796 -1.4682 1.1862 0.207 0.577 -0.416 0.14
H 0.6302 -0.0988 1.9512 0.085 -0.020 -0.070 0.12
H 0.5438 1.7885 -0.2330 0.594 -4.515 -0.133 0.31
H -0.4348 0.0287 -2.2752 0.026 -0.011 0.053 0.13
H -2.7310 2.3443 0.4258 -0.511 0.628 0.057 0.02
```
Positions in Å, forces in eV/Å.

charge = 0
2S+1 = 1
energy above the lowest of the compared OMol25 structures with the same formula, charge and spin = 502.0 kJ/mol
E = -9371.89267 eV

Computed, not measured: a single C5H6O2 molecule at a distorted geometry, with the ωB97M-V functional and the def2-TZVPD basis.

XYZ file:
```
13
Properties=species:S:1:pos:R:3:forces:R:3:lowdin_charge:R:1
C 1.4316 -0.2265 1.0896 0.076 0.191 0.121 -0.03
C -0.0079 0.1356 0.7932 -0.490 -0.768 -0.421 -0.34
C -0.7152 -0.8468 -0.1233 -1.375 -3.701 -3.067 -0.03
C -1.0953 -0.2385 -1.2370 -1.122 0.102 -1.206 -0.04
C -0.7076 1.1700 -1.1714 -0.361 0.272 -0.421 -0.49
O -0.8894 2.0210 -1.9946 0.313 0.241 0.425 0.12
O -0.0830 1.3658 0.0322 0.115 -0.110 0.221 0.04
H 1.8800 0.5871 1.6619 0.096 -0.116 -0.021 0.09
H 1.4837 -1.1488 1.6767 -0.063 0.150 -0.073 0.09
H 1.9970 -0.3662 0.1637 -0.128 0.048 0.105 0.09
H -0.6057 0.2587 1.7087 0.291 0.136 -0.181 0.16
H -0.9941 -2.0281 -0.4896 1.383 2.693 3.034 0.19
H -1.6942 -0.6834 -2.1101 1.264 0.862 1.483 0.15
```
Positions in Å, forces in eV/Å.

charge = 0
2S+1 = 1
energy above the lowest of the compared OMol25 structures with the same formula, charge and spin = 126.1 kJ/mol
E = -9375.78862 eV